(1)
Computed, not measured: a molecular structure, C18H23ClINO2PSTc at a distorted geometry, with wB97M-V/def2-TZVPD.

Each line ends with the natural charge from an NBO analysis.
Geometry (Å):
C: -2.762 2.274 0.062  -0.731
C: -3.894 1.870 1.081  0.566
H: -2.469 3.318 -0.235  0.334
H: -3.138 1.860 -0.881  0.254
H: -1.786 1.853 0.458  0.267
O: -4.636 2.663 1.621  -0.305
I: -4.551 0.081 2.554  0.615
Tc: -0.621 -0.632 -1.853  0.656
P: -2.814 -0.813 -2.065  1.124
C: -4.249 -1.021 -0.969  -0.946
C: -3.656 0.358 -3.187  -0.942
H: -1.914 -2.587 -3.572  0.281
H: -3.725 -2.550 -3.338  0.297
H: -2.644 -3.250 -2.070  0.276
C: -2.756 -2.496 -2.862  -0.914
H: -2.975 0.705 -4.002  0.294
H: -4.509 -0.162 -3.597  0.274
H: -5.173 -1.062 -1.578  0.299
H: -4.320 -0.132 -0.298  0.222
H: -4.000 1.244 -2.639  0.250
H: -4.184 -1.877 -0.284  0.268
C: -1.155 -0.820 0.090  0.562
O: -1.521 -0.596 1.152  -0.436
Cl: -0.055 0.311 -3.886  -0.275
N: 0.986 0.221 -0.916  -0.937
S: 1.426 0.083 0.789  1.021
C: 2.382 -1.390 0.788  -0.298
C: 2.923 -1.912 -0.404  -0.197
C: 3.731 -3.069 -0.338  -0.169
C: 3.963 -3.680 0.891  -0.135
C: 3.315 -3.228 2.067  -0.172
C: 2.507 -2.082 1.989  -0.203
C: 2.288 1.505 1.429  -0.186
C: 3.486 1.307 2.155  -0.203
C: 4.148 2.413 2.652  -0.180
C: 3.680 3.705 2.469  -0.134
C: 2.463 3.875 1.817  -0.175
C: 1.767 2.813 1.281  -0.236
H: 1.639 0.816 -1.437  0.436
H: 2.680 -1.453 -1.359  0.229
H: 4.117 -3.469 -1.257  0.253
H: 4.598 -4.556 0.952  0.258
H: 3.380 -3.749 3.013  0.259
H: 1.994 -1.687 2.878  0.238
H: 3.848 0.310 2.270  0.242
H: 5.115 2.242 3.184  0.263
H: 4.241 4.578 2.873  0.268
H: 2.011 4.904 1.750  0.255
H: 0.823 2.964 0.763  0.211

Spin multiplicity   4
Expectation value of S²   3.791
LUMO level (spin up / spin down)   -11.544 / -13.229 eV
Charge   +3

(2)
Computed, not measured: a molecular structure, C10H6N2O3STi at a distorted geometry, with wB97M-V/def2-TZVPD.

Each line ends with the natural charge from an NBO analysis.
Geometry (Å):
O: 2.174 -4.394 -2.406  -0.372
C: 1.810 -3.313 -2.364  0.463
Ti: 0.635 -0.253 -1.777  1.242
C: -0.569 -0.267 -3.313  0.385
C: 2.240 0.644 -2.434  0.385
O: -1.326 -0.061 -4.200  -0.258
O: 3.091 1.372 -2.818  -0.258
N: -0.365 2.617 -1.560  -0.768
C: -0.521 1.975 -0.395  0.265
N: -0.144 0.705 -0.281  -0.712
C: -0.296 0.003 0.942  0.169
C: 0.070 -1.342 1.175  -0.282
C: -0.211 -1.748 2.509  -0.140
C: -0.778 -0.881 3.424  -0.177
C: -1.116 0.460 3.106  -0.148
C: -0.855 0.878 1.828  -0.189
S: -1.148 2.518 1.054  0.539
H: -0.719 3.569 -1.423  0.452
H: 0.014 2.292 -2.456  0.423
H: 0.521 -1.987 0.397  0.205
H: 0.032 -2.763 2.791  0.256
H: -0.986 -1.198 4.429  0.262
H: -1.554 1.173 3.771  0.257

Spin multiplicity   3
Expectation value of S²   2.011
LUMO level (spin up / spin down)   -10.133 / -10.018 eV
Charge   +2

The records above yield E_tot values of -2481.92603 -1966.86770 a.u., respectively.